(1)
C34H38GdN4S as an isolated structure at a distorted geometry. Source: OMol25; level of theory: wB97M-V/def2-TZVPD.

```
78
Properties=species:S:1:pos:R:3:forces:R:3:mulliken_charge:R:1
Gd -0.0766 -0.1567 0.1499 0.953 0.134 -0.056 0.615
C 2.3399 -2.8241 1.7730 0.150 0.162 -0.077 -1.213
C 3.3225 -1.7350 1.3280 -0.148 -0.023 0.246 0.718
C 3.5997 -0.8099 2.5117 0.052 -0.136 -0.234 -1.639
C 2.8378 -1.0023 0.0859 0.068 -0.047 -0.194 -0.094
C 2.4551 -1.7349 -1.0518 0.238 0.207 0.201 0.145
C 2.2191 -1.1111 -2.2712 0.190 0.170 0.107 -0.860
C 2.3815 0.2650 -2.4230 0.245 -0.270 0.209 0.868
C 2.2681 0.9044 -3.7666 -0.016 0.028 0.025 -1.681
C 2.7204 1.0046 -1.2896 0.057 -0.217 0.042 -1.041
C 2.9182 0.3973 -0.0521 0.199 -0.213 -0.103 -0.307
H 2.7118 -3.3023 2.6762 -0.020 -0.062 0.088 0.535
H 2.2222 -3.6002 1.0207 -0.140 -0.056 -0.064 0.386
H 1.3656 -2.3775 2.0021 0.043 -0.136 0.003 0.134
H 4.2663 -2.2242 1.0519 -0.097 0.063 0.006 0.356
H 2.6954 -0.2652 2.7949 0.027 0.071 0.068 0.285
H 4.3934 -0.1027 2.2872 0.016 0.154 0.040 0.406
H 3.9251 -1.4018 3.3646 -0.022 0.009 0.069 0.431
H 2.4673 -2.8179 -1.0214 -0.149 0.008 0.081 0.500
H 1.9807 -1.7125 -3.1370 -0.109 -0.054 -0.063 0.404
H 3.2142 0.8048 -4.2977 0.079 -0.001 -0.072 0.454
H 2.0344 1.9601 -3.6760 -0.039 0.095 -0.029 0.373
H 1.4966 0.4242 -4.3626 -0.091 -0.014 -0.064 0.337
H 2.8665 2.0711 -1.3829 -0.086 0.110 0.019 0.381
H 3.2629 1.0112 0.7719 -0.136 -0.062 0.018 0.400
C -0.6542 -3.6318 -0.6742 0.031 0.140 0.010 -0.788
C -1.2587 -2.8105 -1.7763 0.144 0.298 0.235 0.936
C -2.0212 -3.4892 -2.7396 -0.202 0.142 -0.348 -1.146
C -2.6133 -2.7816 -3.7433 0.157 -0.065 0.266 -0.957
C -2.4301 -1.3876 -3.8123 0.249 0.160 0.346 0.917
C -3.0048 -0.6355 -4.8489 0.001 0.342 -0.109 -0.873
C -2.7883 0.7179 -4.9173 -0.231 -0.487 -0.216 -0.811
C -1.9796 1.3406 -3.9738 0.207 -0.245 0.481 -1.083
C -1.4024 0.6404 -2.9234 -0.193 0.023 -0.272 1.390
S -0.3647 1.5404 -1.8626 0.009 0.291 0.278 -0.393
C -1.6315 -0.7642 -2.8057 -0.410 0.131 -0.765 -0.671
N -1.0784 -1.4957 -1.7865 -0.284 -0.313 -0.032 0.991
H -0.2593 -4.5656 -1.0758 0.089 0.050 0.004 0.603
H -1.4378 -3.8928 0.0405 0.091 -0.001 0.071 -0.085
H 0.1429 -3.0945 -0.1510 -0.141 -0.207 -0.068 -0.291
H -2.1367 -4.5586 -2.6667 0.020 -0.128 0.013 0.556
H -3.2144 -3.2674 -4.4964 -0.079 -0.098 -0.077 0.461
H -3.6015 -1.1497 -5.5862 -0.105 -0.006 -0.086 0.411
H -3.2339 1.3046 -5.7044 -0.040 0.042 -0.131 0.436
H -1.7738 2.3984 -4.0460 -0.032 0.077 -0.005 0.522
C -0.6725 1.6105 1.7635 -0.565 0.782 0.227 -1.188
C -2.0966 1.3189 1.5300 -0.525 0.246 -0.041 0.467
C -2.7420 1.7169 0.3314 0.495 0.118 0.352 -0.438
C -3.9842 1.2366 -0.0110 -0.464 -0.340 0.184 -0.652
C -4.6769 0.3952 0.8679 1.085 0.586 0.230 0.132
C -4.1359 0.1438 2.1345 -0.139 0.013 -0.120 -0.458
C -2.8752 0.5904 2.4551 0.314 0.123 -0.203 -0.755
C -5.8785 -0.2314 0.4933 -0.732 -0.390 -0.214 -0.104
N -6.8165 -0.8239 0.1972 -0.240 -0.069 -0.063 -0.524
H -0.4403 1.6050 2.8358 0.279 -0.309 -0.322 0.429
H -0.3937 2.5863 1.3323 0.133 -0.450 -0.025 0.400
H -2.2493 2.4265 -0.3228 -0.044 -0.189 0.078 0.695
H -4.4335 1.5166 -0.9526 -0.043 -0.003 -0.063 0.542
H -4.7305 -0.3997 2.8566 -0.002 -0.071 0.013 0.785
H -2.4614 0.3867 3.4361 0.032 -0.038 -0.005 0.484
N -1.0626 -1.7772 1.7426 -0.307 -0.158 0.215 -0.296
C -1.5881 -2.4819 2.5039 0.678 0.765 -0.760 0.362
N -2.0979 -3.2808 3.3632 -0.179 -0.431 0.591 -0.096
C -1.7650 -4.7011 3.3580 0.222 -0.675 0.042 -0.707
C -3.0174 -5.5477 3.0502 -0.110 0.084 -0.196 -0.545
C -4.1154 -4.6600 2.4677 -0.032 -0.111 0.178 -0.611
C -4.5308 -3.6255 3.5136 0.014 -0.015 -0.186 -0.590
C -3.2884 -2.9564 4.1346 -0.552 0.204 0.278 -0.578
H -1.3735 -4.9519 4.3475 0.093 0.049 -0.089 0.358
H -0.9714 -4.8715 2.6276 -0.077 0.069 0.046 0.274
H -3.3948 -6.0116 3.9637 0.064 -0.019 -0.004 0.341
H -2.7656 -6.3519 2.3594 0.061 -0.018 0.054 0.391
H -4.9822 -5.2575 2.1908 0.019 -0.014 -0.078 0.457
H -3.7593 -4.1647 1.5595 -0.048 -0.006 -0.023 0.083
H -5.0897 -4.1270 4.3029 -0.087 0.040 0.018 0.385
H -5.1900 -2.8898 3.0540 -0.008 0.072 0.063 0.334
H -3.1123 -3.3328 5.1472 0.024 0.129 -0.092 0.391
H -3.4001 -1.8747 4.1854 0.094 -0.036 0.057 0.210
```
Positions in Å, forces in eV/Å.

As for the spin multiplicity: 8. The calculation puts the relative energy (zero: lowest compared OMol25 entry of this formula, charge and spin) at 74.6 kJ/mol. The value obtained for the lowest unoccupied orbital energy (spin up / spin down) is -2.64 / -3.87 eV. Its net charge is +1. The calculation puts the gap between HOMO and LUMO (spin up / spin down) at 0.266 / 0.221 hartree. As for the expectation value of S²: 16.096.

(2)
One molecule with the formula C25H32N6O4 at a distorted geometry. Source: OMol25; level of theory: wB97M-V/def2-TZVPD.

```
67
Properties=species:S:1:pos:R:3:forces:R:3:mulliken_charge:R:1
C 1.6316 3.9799 6.8590 0.040 -0.045 0.028 -1.410
C 1.5839 3.2225 5.5677 -0.013 0.006 -0.043 1.066
C 0.8005 2.0818 5.4458 0.040 0.106 -0.041 -0.959
C 0.7558 1.3649 4.2639 0.012 -0.082 0.099 0.087
C 1.5112 1.7686 3.1691 0.097 -0.079 0.009 -0.803
C 2.2996 2.9087 3.2894 -0.077 -0.134 -0.052 -0.732
C 2.3333 3.6258 4.4700 -0.031 0.026 0.049 -0.898
H 2.9528 4.5084 4.5404 0.056 0.095 0.019 0.327
H 2.8920 3.2385 2.4473 0.074 0.020 -0.106 0.428
C 1.5069 1.0561 1.8409 0.209 -0.068 0.037 0.408
N 0.5401 1.6643 0.9053 0.305 0.198 0.197 0.199
C 0.9257 1.7504 -0.3782 -0.085 0.239 -0.068 0.926
O 2.0203 1.3660 -0.7638 0.204 -0.020 -0.363 -0.739
C -0.0365 2.3360 -1.4300 0.389 0.360 0.490 -1.126
N -0.3884 1.2703 -2.3169 -0.513 -0.511 -0.448 1.042
N 0.1831 1.0462 -3.4666 0.768 0.949 -0.036 -0.887
N -0.3181 -0.0322 -3.9474 -0.251 -0.797 -0.508 -0.441
C -1.2232 -0.4740 -3.0491 0.438 0.860 0.328 -0.173
N -1.2822 0.3498 -1.9998 -0.320 -0.522 -0.255 -0.263
C -1.9999 -1.6685 -3.1612 -0.926 -0.449 0.965 0.764
C -2.9012 -2.2199 -2.2835 0.664 0.546 -0.513 0.066
C -3.3429 -3.4143 -2.8850 0.241 -0.198 -0.609 -0.989
C -2.6849 -3.5118 -4.0817 -0.695 -0.579 0.541 0.430
O -1.8717 -2.4565 -4.2502 0.316 0.201 -0.305 -0.429
C -2.7348 -4.5435 -5.1484 0.213 0.319 -0.017 -1.300
H -1.7424 -4.9593 -5.3170 0.029 -0.090 -0.037 0.306
H -3.4145 -5.3395 -4.8606 -0.026 -0.027 0.018 0.348
H -3.0738 -4.1024 -6.0849 -0.042 -0.040 -0.080 0.302
H -4.0525 -4.1102 -2.4870 -0.139 -0.197 0.010 0.492
H -3.1963 -1.8164 -1.3370 -0.021 0.146 0.224 0.691
H 0.5235 3.0676 -2.0166 -0.091 -0.103 0.133 0.337
H -0.9476 2.7698 -1.0228 0.064 -0.047 -0.127 0.602
C -0.8035 1.8870 1.3969 -0.569 -0.104 -0.084 -1.453
H -1.2517 2.7361 0.8790 0.082 -0.053 0.093 0.639
C -1.7060 0.6542 1.2257 -0.317 0.241 0.034 0.703
H -1.3414 0.0533 0.3890 0.005 -0.028 0.152 -0.358
H -1.6836 0.0311 2.1180 0.028 -0.070 0.033 0.512
C -3.1416 1.0765 0.9102 0.184 -0.331 0.342 -1.113
O -3.2184 1.7750 -0.3084 -0.030 0.201 -0.513 -0.623
H -2.8446 1.2001 -0.9959 -0.039 0.081 0.124 0.514
H -3.5195 1.7601 1.6747 -0.043 -0.093 0.030 0.462
H -3.7893 0.1893 0.8885 0.011 0.099 0.097 0.319
H -0.7267 2.1536 2.4521 -0.045 0.082 -0.179 0.500
H 2.4906 1.2088 1.3804 -0.274 -0.064 0.113 0.864
C 1.2421 -0.4680 1.8540 0.395 0.387 -0.209 0.014
O 0.6257 -1.0620 2.7144 -0.290 -0.186 0.349 -0.716
N 1.7542 -1.0567 0.7622 0.300 -0.163 -0.340 0.032
H 2.1920 -0.4849 0.0498 -0.048 0.199 0.179 0.355
C 1.5430 -2.4517 0.4343 -0.150 -0.194 0.303 -0.508
C 2.8143 -3.0353 -0.1893 0.004 0.104 -0.037 -1.033
H 3.7124 -2.5964 0.2422 0.041 -0.068 0.094 0.382
H 2.8397 -4.1131 -0.0259 0.013 -0.067 0.002 0.375
C 2.6532 -2.7381 -1.6776 -0.016 -0.201 -0.003 -0.736
H 3.3205 -3.3324 -2.2993 0.077 0.069 -0.063 0.435
H 2.8501 -1.6834 -1.8767 0.054 0.091 -0.056 0.265
C 1.1808 -3.0562 -1.9325 -0.009 0.062 -0.092 -0.511
H 1.0559 -4.1306 -2.0752 0.005 -0.041 -0.056 0.294
H 0.8007 -2.5526 -2.8200 -0.042 -0.061 -0.084 0.282
C 0.4561 -2.6098 -0.6541 -0.105 -0.100 0.039 0.727
H -0.0478 -1.6546 -0.8030 -0.035 0.007 0.061 -1.032
H -0.3012 -3.3312 -0.3522 -0.073 -0.004 0.013 0.330
H 1.2605 -2.9443 1.3675 0.065 0.045 -0.149 0.515
H 0.1533 0.4738 4.1990 -0.035 -0.046 -0.037 0.487
H 0.2124 1.7496 6.2893 -0.074 -0.035 0.096 0.395
H 2.2596 3.4515 7.5767 0.026 0.035 0.095 0.283
H 0.6366 4.0692 7.2904 -0.035 0.050 0.067 0.362
H 2.0445 4.9749 6.7130 0.009 0.074 0.048 0.365
```
Positions in Å, forces in eV/Å.

As for the spin multiplicity: 1. The calculation puts the relative energy (zero: lowest compared OMol25 entry of this formula, charge and spin) at 232.2 kJ/mol. The value obtained for the lowest unoccupied orbital energy is 0.58 eV. Its net charge is 0. The structure (SMILES) is Cc1ccc([C@@H](C(=O)NC2CCCC2)N(CCCO)C(=O)Cn2nnc(-c3ccc(C)o3)n2)cc1. The calculation puts the gap between HOMO and LUMO at 0.333 hartree.

(3)
C10H20ClInPb as an isolated structure at a distorted geometry. Source: OMol25; level of theory: wB97M-V/def2-TZVPD.

```
33
Properties=species:S:1:pos:R:3:forces:R:3:mulliken_charge:R:1
In 0.0000 -0.8718 -0.7112 0.437 1.654 -1.132 0.484
Cl 2.0371 -0.9406 0.7025 -0.089 -0.101 0.330 -0.464
C 0.8945 0.1837 -2.4294 -0.265 -0.267 -0.197 -1.207
H 0.0943 0.6874 -2.9875 0.188 -0.174 0.098 0.330
H 1.4753 -0.4446 -3.1111 -0.143 0.045 0.121 0.311
H 1.5463 0.9505 -2.0020 -0.078 -0.101 0.108 0.298
Pb 2.3239 -3.1395 -0.9403 1.412 -1.231 -0.092 0.876
C 4.4291 -2.4624 -1.4069 -0.313 0.533 -0.448 -1.141
C 2.7814 -4.3899 0.8818 -0.774 -0.075 0.254 -1.123
C 0.9214 -3.6973 -2.4433 -0.706 -0.502 -0.380 -0.869
H 1.8814 -4.4783 1.5105 0.330 0.028 -0.252 0.321
H 3.0435 -5.3877 0.5233 0.026 0.108 -0.002 0.353
H 3.5927 -3.9846 1.5031 -0.257 0.134 -0.543 0.300
H 4.4138 -1.6673 -2.1672 0.008 -0.279 0.271 0.327
H 4.9657 -2.0947 -0.5201 -0.501 -0.246 -0.175 0.308
H 4.9394 -3.3311 -1.8253 -0.046 0.002 0.064 0.362
H 1.0434 -3.4723 -3.5366 0.056 0.518 1.408 0.246
H 0.1357 -4.4859 -2.3033 0.876 0.981 0.506 0.257
C -3.9596 2.1937 1.6470 -0.097 -0.028 0.141 -1.528
C -2.5695 2.7100 1.2585 -0.201 0.448 0.278 2.011
C -2.7961 3.9866 0.4268 0.299 0.010 -0.374 -1.495
C -1.8034 3.0719 2.5358 -0.123 0.263 0.447 -1.567
C -1.8077 1.6297 0.6221 0.558 -0.924 -0.753 1.239
C -1.1581 0.6811 0.2039 -0.856 0.004 0.432 -2.031
H -4.5506 3.0293 2.0267 -0.008 -0.017 0.079 0.367
H -3.8808 1.4502 2.4427 -0.100 -0.127 -0.204 0.388
H -4.4865 1.7870 0.7828 0.053 -0.118 0.079 0.383
H -3.3994 4.6683 1.0227 -0.025 0.060 0.148 0.356
H -1.8665 4.5207 0.1872 -0.153 -0.322 -0.080 0.378
H -3.3709 3.8010 -0.4898 0.313 -0.109 0.106 0.382
H -1.8302 2.2225 3.2241 0.247 0.081 -0.080 0.393
H -0.7723 3.3527 2.3203 0.007 -0.142 -0.008 0.381
H -2.2674 3.9217 3.0523 -0.074 -0.105 -0.147 0.374
```
Positions in Å, forces in eV/Å.

As for the spin multiplicity: 1. The calculation puts the relative energy (zero: lowest compared OMol25 entry of this formula, charge and spin) at 242.3 kJ/mol. The value obtained for the lowest unoccupied orbital energy (spin up / spin down) is -1.40 / -1.34 eV. Its net charge is 0. The calculation puts the gap between HOMO and LUMO (spin up / spin down) at 0.245 / 0.222 hartree.

(4)
An isolated ion of composition C4H12NO and charge +1 at a distorted geometry. Source: OMol25; level of theory: wB97M-V/def2-TZVPD.

```
18
Properties=species:S:1:pos:R:3:forces:R:3:mulliken_charge:R:1
C -0.2253 1.4210 0.6005 0.149 -0.415 -0.613 -0.887
O -1.3152 1.8457 -0.2112 0.281 -0.127 1.587 -0.486
C -0.0622 -0.1157 0.4884 0.169 0.952 0.449 0.265
C -0.3470 -0.6720 -0.8951 0.054 -0.763 -0.626 -0.628
C 0.3840 -2.0176 -1.1495 0.139 0.782 -0.511 -1.279
N 1.4043 -0.4055 0.9833 -1.206 0.451 -0.334 -0.381
H 0.7078 1.9148 0.3080 -0.136 0.130 -0.296 0.366
H -0.3978 1.6499 1.6484 -0.004 0.274 0.193 0.476
H -1.9882 2.0228 0.4703 -0.208 0.183 -0.969 0.339
H -0.6594 -0.5072 1.3155 -0.118 -0.634 -0.502 0.298
H -1.4301 -0.7362 -1.0892 0.158 -0.633 0.944 0.412
H -0.2117 -0.0031 -1.7568 1.122 0.462 0.667 0.393
H 0.0107 -2.8194 -0.5347 -0.499 -0.435 -0.108 0.345
H 0.3136 -2.1983 -2.2253 -0.221 -0.560 0.307 0.370
H 1.4721 -2.0297 -0.9644 -0.237 0.479 -0.044 0.356
H 2.0540 -0.2660 0.2142 0.243 0.061 -0.007 0.341
H 1.5213 -1.3419 1.3617 -0.029 -0.171 -0.121 0.338
H 1.5810 0.2657 1.7312 0.341 -0.037 -0.014 0.362
```
Positions in Å, forces in eV/Å.

As for the spin multiplicity: 1. The calculation puts the relative energy (zero: lowest compared OMol25 entry of this formula, charge and spin) at 134.6 kJ/mol. The value obtained for the lowest unoccupied orbital energy is -3.66 eV. Its net charge is +1. The structure (SMILES) is CC[C@@H]([NH3+])CO. The calculation puts the gap between HOMO and LUMO at 0.413 hartree.